1.
# C2H5IN2OS

A cluster of 3 separate species, C2H5IN2OS in total at a distorted geometry (ωB97M-V/def2-TZVPD, the OMol25 dataset).

Each line ends with the Löwdin charge.
Atoms and positions in Å:
1 C -0.037 -2.485 -0.589  -0.04
2 C -1.793 0.520 0.746  -0.37
3 N 0.540 -0.218 -1.508  -0.02
4 N 0.072 0.923 -1.441  -0.51
5 O -0.976 -2.730 -1.200  -0.02
6 S -1.104 1.586 -0.563  0.85
7 I 4.106 -0.092 1.631  0.27
8 H -2.577 -0.068 0.397  0.00
9 H -2.185 1.262 1.456  0.03
10 H -0.864 0.107 1.241  0.06
11 H 3.628 1.474 2.076  -0.28
12 H 1.189 -0.279 -2.245  0.04

Output
max |F|	3.4	eV/A
highest occupied orbital energy	-8.997	eV
DFT total energy	-959.7351	Eh

---

2.
# C2H5IN2S

A cluster of 2 separate species, C2H5IN2S in total at a distorted geometry (ωB97M-V/def2-TZVPD, the OMol25 dataset).

Each line ends with the Löwdin charge.
Atoms and positions in Å:
1 C -0.731 2.056 -0.346  -0.09
2 C -0.015 -1.199 0.844  -0.36
3 N -1.689 2.292 0.262  0.09
4 N 1.391 0.046 -0.879  -0.33
5 S 0.860 0.173 0.712  0.41
6 I 3.358 0.223 1.577  0.12
7 H -0.557 -1.343 1.759  0.01
8 H 0.193 -2.053 0.227  0.02
9 H -2.503 2.486 0.804  0.08
10 H 0.604 -0.122 -1.493  0.04
11 H 1.885 0.891 -1.160  0.03

Output
max |F|	1.4	eV/A
highest occupied orbital energy (alpha / beta)	-8.040 / -8.040	eV
DFT total energy	-884.4829	Eh

---

3.
# C2H5IN2S

The molecule C2H5IN2S at a distorted geometry (ωB97M-V/def2-TZVPD, the OMol25 dataset).

Each line ends with the Löwdin charge.
Atoms and positions in Å:
1 H 1.718 -2.602 0.915  0.06
2 N 0.883 -2.074 0.700  0.09
3 C 0.918 -1.032 -0.002  -0.81
4 I 2.732 0.205 -0.441  0.62
5 C -0.267 -0.448 -0.755  -0.55
6 S -1.513 0.152 0.425  0.81
7 N -1.123 1.792 0.530  -0.36
8 H -0.640 -1.221 -1.413  0.07
9 H -0.185 0.490 -1.327  0.04
10 H -1.740 2.437 0.068  0.02
11 H -0.784 2.300 1.299  0.01

Output
SMILES string	[H]/N=C(\I)CSN
max |F|	2.1	eV/A
highest occupied orbital energy	-9.020	eV
DFT total energy	-884.5513	Eh

---

4.
# C2H5IN3

A cluster of 2 separate species, C2H5IN3 in total at a distorted geometry (ωB97M-V/def2-TZVPD, the OMol25 dataset).

Each line ends with the Löwdin charge.
Atoms and positions in Å:
1 C -1.073 -0.780 0.444  -0.34
2 C 1.685 1.518 -0.259  -0.44
3 N -0.312 -0.160 -0.377  0.12
4 N 1.136 0.673 0.645  -0.33
5 N -2.048 -1.498 -0.107  0.12
6 I 2.905 -0.331 0.008  1.27
7 H -1.064 -0.605 1.494  0.13
8 H 2.141 2.506 0.137  0.13
9 H 1.398 1.593 -1.271  0.05
10 H -2.874 -1.649 0.441  0.12
11 H -1.895 -1.266 -1.155  0.17

Output
max |F|	3.9	eV/A
highest occupied orbital energy (alpha / beta)	-14.085 / -14.084	eV
DFT total energy	-540.7183	Eh
net charge	+1

---

5.
# C2H5INO2S

A cluster of 2 separate species, C2H5INO2S in total at a distorted geometry (ωB97M-V/def2-TZVPD, the OMol25 dataset).

Each line ends with the Löwdin charge.
Atoms and positions in Å:
1 C 0.948 0.179 0.637  -0.16
2 C 1.062 -0.886 -0.456  -0.65
3 N 1.122 -2.191 0.061  -0.72
4 O -2.657 2.686 0.851  -0.45
5 O -2.662 2.159 -1.510  -0.46
6 S -2.497 1.655 -0.130  0.88
7 I -0.533 -3.314 0.320  0.32
8 H 1.089 1.246 0.250  0.07
9 H 0.040 -0.026 1.113  0.01
10 H 1.804 0.006 1.255  0.04
11 H 0.393 -0.704 -1.348  0.08
12 H 1.892 -0.810 -1.044  0.03

Output
max |F|	3.6	eV/A
highest occupied orbital energy (alpha / beta)	-2.113 / -2.114	eV
DFT total energy	-980.2599	Eh
net charge	-1

---

6.
# C2H5IO

A cluster of 2 separate species, C2H5IO in total at a distorted geometry (ωB97M-V/def2-TZVPD, the OMol25 dataset).

Each line ends with the Löwdin charge.
Atoms and positions in Å:
1 C -0.337 -0.122 -0.582  0.02
2 C 0.260 0.346 0.500  -0.23
3 O 0.067 -0.054 1.827  0.01
4 H -0.036 0.144 -1.514  0.02
5 H -0.961 -0.913 -0.424  0.03
6 H 0.923 1.191 0.380  0.11
7 H -0.528 -0.721 2.011  0.05
8 I 3.204 -2.695 -2.891  0.35
9 H 2.166 -3.622 -2.086  -0.35

Output
SMILES string	C=CO.I
max |F|	4.6	eV/A
highest occupied orbital energy	-9.312	eV
DFT total energy	-452.0788	Eh

---

7.
# C2H5IO2

A cluster of 2 separate species, C2H5IO2 in total at a distorted geometry (ωB97M-V/def2-TZVPD, the OMol25 dataset).

Each line ends with the Löwdin charge.
Atoms and positions in Å:
1 C -0.544 -0.699 -0.374  -0.14
2 C 1.106 0.900 0.030  -0.90
3 O 1.366 2.238 -0.046  -0.05
4 O 0.207 0.401 -0.853  -0.22
5 I 2.965 -0.252 0.249  0.77
6 H -1.349 -0.300 0.478  0.14
7 H 0.063 -1.493 0.013  0.05
8 H -0.973 -1.146 -1.260  0.08
9 H 0.360 0.544 1.481  0.17
10 H 0.509 2.636 -0.126  0.10

Output
max |F|	4.8	eV/A
highest occupied orbital energy	-9.123	eV
DFT total energy	-527.2621	Eh

---

8.
# C2H5IO2

The molecule C2H5IO2 at a distorted geometry (ωB97M-V/def2-TZVPD, the OMol25 dataset).

Each line ends with the Löwdin charge.
Atoms and positions in Å:
1 C -0.152 -1.068 -0.461  -0.04
2 C -0.189 0.191 0.278  -0.62
3 O 0.369 1.261 -0.591  -0.16
4 O 0.725 0.196 1.297  -0.66
5 I 1.214 1.972 2.109  0.96
6 H 0.809 -1.336 -0.879  0.09
7 H -0.902 -1.085 -1.149  0.04
8 H -0.424 -2.047 0.159  0.14
9 H -1.196 0.639 0.579  0.16
10 H -0.255 1.277 -1.343  0.09

Output
SMILES string	C[C@H](O)OI
max |F|	5.0	eV/A
highest occupied orbital energy	-9.315	eV
DFT total energy	-527.3101	Eh

---

9.
# C2H5IS

A cluster of 2 separate species, C2H5IS in total at a distorted geometry (ωB97M-V/def2-TZVPD, the OMol25 dataset).

Each line ends with the Löwdin charge.
Atoms and positions in Å:
1 C 1.448 0.703 -0.036  -0.39
2 C -1.017 -1.523 0.403  -0.47
3 S 0.174 1.948 0.108  0.57
4 I -2.579 -0.113 -0.091  0.63
5 H 1.702 0.221 0.869  -0.03
6 H 1.855 0.392 -0.892  -0.05
7 H -1.498 -2.091 1.162  -0.09
8 H -0.478 -2.004 -0.423  -0.03
9 H 0.392 2.467 -1.098  -0.15

Output
max |F|	4.8	eV/A
highest occupied orbital energy (alpha / beta)	-8.583 / -7.503	eV
DFT total energy	-774.9156	Eh

---

10.
# C2H5KO2

A structure of composition C2H5KO2 at a distorted geometry (ωB97M-V/def2-TZVPD, the OMol25 dataset).

Each line ends with the Löwdin charge.
Atoms and positions in Å:
1 O 1.548 -0.369 1.059  -0.47
2 K 3.429 0.228 -0.330  0.95
3 O 1.331 -0.972 -0.269  -0.56
4 H 0.747 0.495 0.894  0.12
5 C -1.035 0.691 0.168  -0.16
6 C -0.968 -0.512 -0.537  -0.09
7 H -1.670 0.729 1.059  0.05
8 H -0.845 1.617 -0.384  0.04
9 H -1.381 -1.399 -0.044  0.06
10 H -1.158 -0.507 -1.616  0.06

Output
max |F|	4.7	eV/A
highest occupied orbital energy	-7.150	eV
DFT total energy	-829.4212	Eh

---

11.
# C2H5N

The ion C2H5N with charge -1 at a distorted geometry (ωB97M-V/def2-TZVPD, the OMol25 dataset).

Each line ends with the Löwdin spin population.
Atoms and positions in Å:
1 C 0.165 0.364 -1.000  0.10
2 C 0.304 -0.222 1.076  0.61
3 N -0.655 -0.258 0.090  0.15
4 H 1.054 -0.249 -1.263  0.01
5 H -0.479 0.423 -1.888  0.01
6 H 0.456 1.408 -0.793  0.00
7 H 0.447 0.644 1.771  0.06
8 H 1.007 -1.061 1.266  0.06

Output
max |F|	2.5	eV/A
multiplicity	2
highest occupied orbital energy (alpha / beta)	-0.804 / -1.052	eV
DFT total energy	-133.8291	Eh
net charge	-1

---

12.
# C2H5N

The molecule C2H5N at a distorted geometry (ωB97M-V/def2-TZVPD, the OMol25 dataset).

Each line ends with the Löwdin charge.
Atoms and positions in Å:
1 H -2.484 0.338 0.118  0.04
2 N -1.714 -0.302 0.029  0.07
3 C -0.610 0.225 -0.051  -0.37
4 C 0.756 -0.351 0.013  -0.10
5 H -0.599 1.366 -0.176  0.12
6 H 1.525 0.001 -0.670  0.07
7 H 0.857 -1.485 0.048  0.10
8 H 0.992 -0.005 1.021  0.07

Output
SMILES string	[H]/N=C/C
max |F|	4.2	eV/A
highest occupied orbital energy	-9.600	eV
DFT total energy	-133.9221	Eh